1.
Entry from the Open Molecules 2025 dataset: C3H3N3O in the gas phase (ωB97M-V/def2-TZVPD).

Atoms and positions in Å:
N1 2.67822 -0.01198 0.22997
C1 1.56695 -0.48239 0.07406
N2 -0.08154 1.69130 -0.08918
N3 -0.51074 0.55945 -0.01182
O1 -2.65517 0.54040 0.93460
C2 -1.95667 0.26595 0.01256
C3 0.27796 -0.70984 0.00854
H1 3.17277 0.22880 -0.62704
H2 -2.26865 -0.23559 -0.91932
H3 -0.22617 -1.67142 0.03236

## Properties
Total charge   0
Energy relative to the best compared isomer or geometry (same formula, charge and spin)   4.845 eV
Gap between HOMO and LUMO   8.81 eV
Molecular weight   97.1 g mol⁻¹
Total energy   -355.4618 Ha

=====

2.
Entry from the Open Molecules 2025 dataset: C3H3N3O in the gas phase (ωB97M-V/def2-TZVPD).

Atoms and positions in Å:
O1 -1.25623 2.63240 -0.03798
C1 -0.87597 1.74196 0.61131
N1 0.49375 -0.88474 -2.04715
N2 0.14587 -0.24621 -1.03423
C2 0.44890 -0.89591 0.17423
C3 0.10112 -0.30744 1.32834
N3 -0.53839 0.91657 1.44545
H1 0.21880 -0.31159 -2.86008
H2 0.95220 -1.85794 0.14176
H3 0.30993 -0.78712 2.27836

## Properties
Total charge   0
Energy relative to the best compared isomer or geometry (same formula, charge and spin)   2.012 eV
Gap between HOMO and LUMO   9.22 eV
SMILES   [H]/N=N/C=C\N=C=O
Molecular weight   97.1 g mol⁻¹
Total energy   -355.5659 Ha

=====

3.
Entry from the Open Molecules 2025 dataset: C3H3N3O in the gas phase (ωB97M-V/def2-TZVPD).

Atoms and positions in Å:
O1 -0.74164 2.26127 -0.51603
C1 -0.47777 1.12697 -0.26634
N1 -0.42855 0.05830 -1.25578
N2 -0.69960 -0.91245 -0.29177
C2 0.58904 -1.16654 0.20968
C3 0.64941 -0.29855 1.25741
N3 -0.35738 0.61295 1.07155
H1 -1.19676 0.18119 -1.91607
H2 1.35243 -1.63146 -0.40898
H3 1.31082 -0.23168 2.11633

## Properties
Total charge   0
Energy relative to the best compared isomer or geometry (same formula, charge and spin)   5.491 eV
Gap between HOMO and LUMO (spin up / spin down)   8.47 / 8.26 eV
SMILES   O=c1nccn[nH]1
Molecular weight   97.1 g mol⁻¹
Total energy   -355.4381 Ha

=====

4.
Entry from the Open Molecules 2025 dataset: C3H3N3O in the gas phase in a non-equilibrium geometry (ωB97M-V/def2-TZVPD).

Atoms and positions in Å:
C1 -0.60273 -0.22365 1.99060
C2 0.90142 -0.11477 -1.12918
C3 0.36628 0.65190 -2.21626
H1 -0.21868 -0.77453 2.81722
H2 -1.31622 0.78523 1.88628
H3 -0.94509 0.32897 -0.22887
N1 0.24229 -0.75932 1.05171
N2 -0.00083 -0.17169 -0.12576
N3 -0.41007 0.85875 -3.15744
O1 1.98364 -0.58089 -0.88831

## Properties
Total charge   0
Energy relative to the best compared isomer or geometry (same formula, charge and spin)   4.125 eV
Gap between HOMO and LUMO   9.09 eV
SMILES   C=NNC(=O)C#N
Molecular weight   97.1 g mol⁻¹
Total energy   -355.4883 Ha

=====

5.
Entry from the Open Molecules 2025 dataset: a molecular structure, C3H3N3O in a non-equilibrium geometry (ωB97M-V/def2-TZVPD).

Atoms and positions in Å:
C1 1.54238 -0.60275 0.17351
C2 0.14686 1.65857 0.04599
C3 -0.22524 0.27961 0.29626
N1 2.23292 -1.49998 -0.06958
N2 0.52986 2.71965 -0.17490
N3 -0.84365 -0.35452 -0.74642
O1 -0.72206 0.01333 1.51238
H1 -0.70548 -1.38344 -0.70325
H2 -0.74553 -0.10027 -1.71141
H3 -1.21006 -0.73019 1.37741

## Properties
Total charge   0
Energy relative to the best compared isomer or geometry (same formula, charge and spin)   3.124 eV
Gap between HOMO and LUMO   10.63 eV
Molecular weight   97.1 g mol⁻¹
Total energy   -355.5251 Ha

=====

6.
Entry from the Open Molecules 2025 dataset: 2 unconnected molecules or ions with the total composition C3H3N3O in a non-equilibrium geometry (ωB97M-V/def2-TZVPD).

Atoms and positions in Å:
N1 2.06740 -0.28470 0.61432
C1 0.97506 -0.63097 0.21614
N2 0.61258 2.24042 -0.84760
N3 -0.44315 2.22491 -1.16464
O1 -1.39347 0.37517 1.30904
C2 -1.40943 -0.54081 0.51360
C3 -0.21894 -1.09234 -0.13972
H1 2.47770 0.55896 0.21706
H2 -2.36296 -1.01999 0.21334
H3 -0.30480 -1.83066 -0.93153

## Properties
Total charge   0
Energy relative to the best compared isomer or geometry (same formula, charge and spin)   0.781 eV
Gap between HOMO and LUMO   10.16 eV
SMILES   N=C=CC=O.N#N
Molecular weight   97.1 g mol⁻¹
Total energy   -355.6112 Ha

=====

> What is the formula in the first record?

C3H3N3O

=====

> molecular weight of number 1 (C3H3N3O)?

97.1 g mol⁻¹